Record 1
Density functional theory data (ωB97M-V/def2-TZVPD) for one molecule with the formula C2H2Cl2OS in a non-equilibrium geometry.

Summary:
- Gap between HOMO and LUMO: 9.33 eV
- Molar mass: 145.0 g mol⁻¹
- SMILES: O/C(Cl)=C(/S)Cl
- E: -1471.17322 Ha
- Energy above the lowest of the compared OMol25 structures with the same formula, charge and spin: 106.7 kJ/mol

Geometry as XYZ:
```
8
Properties=species:S:1:pos:R:3:forces:R:3
C -0.480825 0.365614 0.191614 0.19 0.24 0.02
C 0.620824 -0.395389 0.232042 -0.15 0.06 0.44
O -0.291179 1.657306 -0.064437 -1.19 2.68 -0.02
S 0.546698 -2.147038 0.171687 0.27 0.42 -2.09
Cl -2.070795 -0.271367 0.344474 -0.05 0.33 -0.14
Cl 2.137417 0.486361 0.286907 -0.07 -0.67 -0.14
H -0.947967 2.417294 0.102841 0.89 -2.61 0.00
H 0.485827 -2.112782 -1.265126 0.10 -0.46 1.92
```
Positions in Å, forces in eV/Å.



Record 2
Density functional theory data (ωB97M-V/def2-TZVPD) for a 3-piece molecular cluster, C16H32O overall in a non-equilibrium geometry.

Summary:
- Gap between HOMO and LUMO: 10.09 eV
- Molar mass: 240.4 g mol⁻¹
- E: -703.54683 Ha
- Energy above the lowest of the compared OMol25 structures with the same formula, charge and spin: 1415.6 kJ/mol

Geometry as XYZ:
```
49
Properties=species:S:1:pos:R:3:forces:R:3
C 0.230027 3.605828 -2.147060 0.69 -8.60 -4.94
C 1.677306 3.481007 -2.426567 3.48 0.00 -0.19
C 2.503651 4.112711 -1.288214 1.32 8.87 -3.89
C 2.335964 3.677245 0.052219 0.48 1.89 3.32
C 2.810251 2.304589 0.002050 8.25 2.82 10.50
C 2.739427 1.866316 1.659594 1.17 1.07 0.51
C 3.294939 0.561177 1.947146 3.53 -7.67 -0.59
C 2.750476 -0.801272 0.926078 -1.35 3.34 2.00
C 1.274526 -0.940256 1.206450 -2.14 0.42 1.43
C 0.566367 -2.108117 0.495387 5.00 1.19 3.15
C -0.742159 -2.363480 0.861962 -6.68 1.73 -4.63
C -1.288840 -3.514344 -0.048406 -2.83 -1.75 2.72
C -3.012549 -3.643540 0.079117 9.27 -8.79 9.42
C -3.826175 -2.687872 -0.233588 -3.50 9.52 -5.84
C -5.283023 -2.994801 -0.207728 -2.85 -0.39 6.23
C -6.213857 -1.828099 -0.629527 -3.08 0.20 -2.68
O -7.303714 -1.324577 -0.243718 4.36 -2.22 -0.01
H -5.942288 -1.584267 -1.714294 0.09 0.51 0.97
H -5.558959 -4.085031 -0.560146 0.32 2.47 0.27
H -5.534183 -3.005883 1.100770 0.57 -0.51 -3.57
H -3.588037 -2.535067 -1.461417 -0.55 0.41 2.47
H -3.521190 -1.606861 0.345543 -1.12 -2.90 -1.86
H -3.169522 -4.729267 -0.065756 -0.65 0.81 -0.72
H -3.067598 -3.711893 1.521117 -0.06 -0.04 -3.59
H -0.734716 -4.573799 0.160753 -1.62 2.46 -0.26
H -1.355802 -3.390347 -1.077241 1.32 0.88 -2.08
H -1.483142 -1.226380 0.323727 1.89 -3.08 2.03
H -1.021839 -2.532701 1.867776 -0.06 0.09 1.06
H 1.140560 -2.907406 0.935319 0.63 -1.17 -0.65
H 0.747761 -1.961800 -0.499983 0.22 -0.26 -2.78
H 1.080079 -1.147345 2.359627 0.38 0.95 -2.08
H 0.710299 -0.030504 0.836831 0.53 -0.50 0.92
H 3.178459 -1.730308 1.291682 0.93 0.18 -0.63
H 2.815022 -0.453618 -0.120086 0.82 -0.85 0.34
H 4.394458 0.445360 1.608208 -1.23 0.70 0.95
H 3.286549 -0.063140 3.055358 -0.34 2.60 -2.74
H 1.733421 1.673382 1.811401 -2.48 0.76 0.77
H 3.219503 2.535581 2.562128 -1.38 -0.69 -2.83
H 2.321381 1.601710 -0.399261 -3.52 -5.01 -3.74
H 4.052825 2.211060 0.052593 -3.26 0.30 -1.55
H 2.794845 4.394963 0.897721 0.73 -1.65 -2.18
H 1.418700 3.877050 0.616362 -1.21 -0.97 -1.28
H 2.322576 5.427470 -1.288174 -0.45 -3.23 -0.09
H 3.606126 4.392990 -1.605785 -1.70 -1.81 0.69
H 2.276398 2.515677 -2.525344 -1.89 0.32 -0.21
H 1.892658 4.000614 -3.410006 -0.06 -0.35 1.23
H -0.343301 3.222724 -3.102823 0.88 0.46 1.64
H -0.190400 3.071997 -1.383869 -0.70 -1.30 2.32
H 0.006738 4.502521 -2.137922 -2.13 8.84 0.65
```
Positions in Å, forces in eV/Å.



> Look up the gap between HOMO and LUMO of the first one.

9.33 eV



> Among the records above, which one has the lowest molar mass?

C2H2Cl2OS